A cluster of 17 separate species, C28H97N7O17 in total in a non-equilibrium geometry. Source: OMol25; level of theory: the ωB97M-V functional and the def2-TZVPD basis.

Geometry as ORCA input:
```
! RIJCOSX wB97M-V def2-TZVPD def2/J DEFGRID3
* xyz 0 1
O 1.325 2.775 2.514
H 1.774 3.566 2.212
H 1.160 2.211 1.735
O -3.692 0.242 3.619
H -2.962 -0.345 3.394
H -3.479 0.696 4.450
O -1.161 3.596 0.376
H -0.891 4.132 1.135
H -2.049 3.184 0.525
O -4.694 1.268 1.255
H -4.353 1.070 2.187
H -5.190 0.458 1.157
O 3.536 -1.138 4.298
H 3.187 -1.599 3.510
H 4.452 -1.137 3.964
O -4.230 3.841 0.111
H -4.964 4.422 0.310
H -4.530 3.022 0.541
O -0.143 -0.420 -2.883
H -0.321 0.333 -2.367
H 0.814 -0.505 -2.938
O 2.331 0.153 6.692
H 2.210 0.928 6.175
H 2.692 -0.491 6.069
O -0.266 2.406 -1.985
H 0.053 2.932 -2.738
H -0.687 2.987 -1.341
O -1.709 -2.895 -3.218
H -1.874 -3.108 -4.155
H -1.257 -2.045 -3.378
C 5.016 0.925 -6.102
C 4.838 0.564 -4.614
C 3.307 0.496 -4.328
O 2.893 -0.191 -3.149
C 3.507 0.308 -1.922
N 5.546 -0.712 -4.263
H 4.468 1.800 -6.366
H 4.616 0.141 -6.751
H 6.077 1.032 -6.299
H 5.277 1.372 -4.040
H 2.716 -0.071 -5.072
H 2.901 1.526 -4.201
H 3.238 -0.384 -1.133
H 3.039 1.217 -1.558
H 4.548 0.502 -2.053
H 5.467 -0.964 -3.285
H 4.967 -1.455 -4.707
C 2.739 5.133 -3.347
C 2.681 5.243 -4.822
C 1.317 4.769 -5.273
O 1.128 3.424 -4.881
C 0.073 2.753 -5.551
N 3.132 6.554 -5.325
H 1.885 5.650 -2.861
H 3.679 5.539 -3.053
H 2.747 4.131 -3.021
H 3.442 4.497 -5.178
H 1.163 4.768 -6.325
H 0.468 5.369 -4.881
H 0.061 1.750 -5.098
H 0.193 2.739 -6.637
H -0.925 3.185 -5.245
H 2.405 7.197 -5.068
H 3.081 6.523 -6.357
C -5.595 -3.627 -2.734
C -5.963 -3.053 -1.311
C -4.902 -2.096 -0.866
O -5.192 -1.681 0.512
C -4.718 -2.585 1.477
N -7.394 -2.530 -1.300
H -5.234 -2.901 -3.379
H -6.413 -4.203 -3.279
H -4.786 -4.381 -2.581
H -5.879 -3.902 -0.602
H -4.949 -1.142 -1.402
H -3.907 -2.552 -0.891
H -5.473 -2.834 2.210
H -3.793 -2.232 1.920
H -4.460 -3.463 0.957
H -7.292 -1.754 -1.973
H -7.568 -2.131 -0.386
C 4.343 -3.607 1.848
C 5.498 -2.611 1.614
C 4.984 -1.402 0.914
O 3.763 -0.816 1.435
C 3.802 0.537 1.877
N 6.091 -2.124 2.912
H 3.822 -3.776 0.939
H 3.580 -3.394 2.598
H 4.817 -4.577 2.078
H 6.296 -3.120 1.096
H 4.845 -1.556 -0.121
H 5.774 -0.608 0.910
H 4.667 0.667 2.547
H 2.848 0.559 2.376
H 3.998 1.258 1.106
H 6.858 -1.544 2.619
H 6.404 -2.883 3.546
C -0.670 2.099 5.060
C -1.758 3.066 5.239
C -2.120 3.736 3.902
O -2.852 4.956 4.166
C -3.657 5.357 3.046
N -2.866 2.382 5.841
H 0.181 2.495 4.481
H -1.036 1.195 4.569
H -0.232 1.803 6.022
H -1.279 3.912 5.911
H -2.671 2.956 3.301
H -1.223 3.994 3.298
H -3.074 5.218 2.154
H -3.754 6.459 3.104
H -4.623 4.887 2.978
H -3.746 2.915 5.962
H -2.679 1.863 6.703
C -1.691 -0.304 0.365
C -0.594 0.228 1.246
C -0.164 -0.929 2.177
O -1.268 -1.212 3.079
C -1.234 -2.544 3.648
N 0.581 0.710 0.512
H -1.985 0.406 -0.386
H -2.629 -0.487 0.879
H -1.364 -1.195 -0.186
H -0.976 0.972 1.912
H 0.761 -0.649 2.741
H 0.073 -1.864 1.610
H -1.159 -3.241 2.839
H -2.126 -2.522 4.240
H -0.403 -2.560 4.321
H 1.348 -0.008 0.406
H 0.271 1.003 -0.421
C -1.737 -6.582 1.311
C -1.785 -5.176 0.607
C -0.335 -4.884 0.161
O -0.115 -3.575 -0.249
C 0.901 -3.443 -1.225
N -2.845 -5.055 -0.388
H -2.696 -6.843 1.861
H -0.971 -6.564 2.148
H -1.470 -7.452 0.676
H -2.053 -4.426 1.299
H -0.055 -5.615 -0.627
H 0.289 -5.108 1.003
H 1.861 -3.425 -0.788
H 0.731 -2.453 -1.652
H 0.776 -4.256 -2.010
H -2.751 -5.808 -1.039
H -2.765 -4.237 -0.933
*
```

* lowest unoccupied orbital energy: 0.328 eV
* orbital gap: 9.399 eV
* energy relative to the best compared isomer or geometry (same formula, charge and spin): 1.8922 eV
* molar mass: 804.12 g mol⁻¹

Löwdin atomic charge list, values in e, 8 entries: -0.075, 0.038, -0.007, -0.061, 0.008, 0.025, -0.064, 0.038

A cluster of 2 separate species, C3H7NO in total in a non-equilibrium geometry. Source: OMol25; level of theory: the ωB97M-V functional and the def2-TZVPD basis.

Geometry as ORCA input:
```
! RIJCOSX wB97M-V def2-TZVPD def2/J DEFGRID3
* xyz 1 2
C 0.246 -2.183 2.037
C 0.210 -1.188 1.176
H 0.942 -2.154 2.861
H -0.386 -3.051 1.954
H 0.906 -0.357 1.133
H -0.391 -1.251 0.272
C -0.748 1.577 -1.282
N 0.356 2.032 -1.844
O -1.691 1.056 -1.904
H -0.966 1.706 -0.206
H 0.294 1.917 -2.853
H 1.228 1.896 -1.342
*
```

* lowest unoccupied orbital energy (spin up / spin down): -5.574 / -10.055 eV
* orbital gap (spin up / spin down): 7.934 / 3.425 eV
* energy relative to the best compared isomer or geometry (same formula, charge and spin): 2.0479 eV
* molar mass: 73.09 g mol⁻¹

natural (NBO) atomic charge list, values in e, 8 entries: -0.317, -0.436, 0.208, 0.212, 0.174, 0.167, 0.475, -0.679

A cluster of 2 separate species, C6H12N2 in total in a non-equilibrium geometry. Source: OMol25; level of theory: the ωB97M-V functional and the def2-TZVPD basis.

Geometry as ORCA input:
```
! RIJCOSX wB97M-V def2-TZVPD def2/J DEFGRID3
* xyz 0 1
C -2.774 -0.175 0.248
C -1.577 -1.042 -0.059
C -0.956 -0.825 -1.296
N 0.167 -1.583 -1.203
C 0.320 -1.972 0.100
N -0.800 -1.740 0.821
H -2.327 0.833 0.380
H -3.177 -0.473 1.388
H -3.408 -0.171 -0.593
H -1.094 -0.199 -2.152
H 0.949 -1.756 -1.781
H 1.276 -2.386 0.516
C 1.056 1.254 -0.031
C 2.243 1.540 0.932
H 0.861 2.139 -0.736
H 1.205 0.376 -0.745
H 0.221 1.355 0.711
H 2.330 0.785 1.841
H 3.196 1.463 0.426
H 2.288 2.577 1.232
*
```

* lowest unoccupied orbital energy: 0.860 eV
* orbital gap: 9.154 eV
* energy relative to the best compared isomer or geometry (same formula, charge and spin): 1.8472 eV
* molar mass: 112.18 g mol⁻¹

natural (NBO) atomic charge list, values in e, 8 entries: -0.635, 0.113, -0.143, -0.519, 0.148, -0.459, 0.217, 0.227

An isolated molecule of C2H3NOS2 in a non-equilibrium geometry. Source: OMol25; level of theory: the ωB97M-V functional and the def2-TZVPD basis.

Geometry as ORCA input:
```
! RIJCOSX wB97M-V def2-TZVPD def2/J DEFGRID3
* xyz 0 1
O 1.926 -0.481 -1.124
N 0.782 -0.738 -0.707
S 0.170 -2.251 -0.490
C -0.057 0.385 -0.400
C -0.872 0.364 0.831
S 0.756 1.260 0.977
H -0.202 0.959 -1.255
H -1.771 1.013 0.776
H -0.733 -0.511 1.391
*
```

* lowest unoccupied orbital energy (spin up / spin down): -1.383 / -1.385 eV
* orbital gap (spin up / spin down): 7.917 / 7.914 eV
* energy relative to the best compared isomer or geometry (same formula, charge and spin): 3.8126 eV
* molar mass: 121.19 g mol⁻¹

natural (NBO) atomic charge list, values in e, 8 entries: -0.329, 0.015, 0.087, -0.197, -0.460, 0.124, 0.253, 0.250